Record 1
The following is a quantum chemistry calculation of a molecular structure, C22H33N3O3PTa, from OMol25.

Calculated values
Electronic energy = -1644.8856 Ha
Net charge = +4
ΔE to the lowest compared entry with this formula, charge and spin = 35.3 kcal per mole
HOMO = -22.2 eV

XYZ file:
```
63
C22H33N3O3PTa (the ωB97M-V functional and the def2-TZVPD basis)
Ta 0.16694 -0.20013 -0.68407
O 1.14635 3.50305 0.40133
C 1.30310 2.56720 -0.29095
N 0.15056 1.73395 -0.73296
C -0.78668 2.53822 -1.51523
O -0.51769 3.58849 -1.97530
C -2.05574 1.81027 -1.67556
C -3.16044 2.42202 -2.21921
C -4.34345 1.68592 -2.31315
C -4.36077 0.37322 -1.85921
C -3.19751 -0.19047 -1.36040
N -2.05795 0.51869 -1.26132
C 2.54688 1.99701 -0.81247
C 3.67099 2.76627 -1.00041
C 4.81452 2.13776 -1.49927
C 4.77888 0.77530 -1.75110
C 3.60093 0.06937 -1.54050
N 2.49371 0.67323 -1.08769
H -3.08507 3.44766 -2.56035
H -5.23407 2.13552 -2.73648
H -5.26239 -0.22462 -1.89813
H -3.17504 -1.22320 -1.03422
H 3.64286 3.82483 -0.77232
H 5.71119 2.71481 -1.69161
H 5.65268 0.24620 -2.10905
H 3.55104 -0.99056 -1.75427
C 2.00975 0.37994 2.45367
C 0.87954 -0.53259 2.93119
P -0.67254 -0.23104 2.05652
C -1.91540 -1.50472 2.45270
C -1.73104 -2.03812 3.88718
C -1.31780 1.42959 2.40626
C -1.88910 1.50249 3.83415
H 2.91436 0.15962 3.01976
H 1.78094 1.43444 2.61134
H 2.24434 0.21910 1.38934
H 0.67508 -0.34711 3.99150
H 1.14388 -1.58758 2.83693
H -1.84421 -2.33281 1.74341
H -2.89443 -1.03485 2.32956
H -0.80700 -2.60053 4.00777
H -2.55328 -2.72812 4.07967
H -1.78057 -1.25469 4.64063
H -2.10298 1.64260 1.67618
H -0.51572 2.15748 2.26418
H -2.77407 0.88266 3.96689
H -2.20005 2.53530 3.99756
H -1.15394 1.26835 4.60335
C 1.73904 -2.89652 0.10085
C 1.17374 -3.26674 -1.24586
O 0.21857 -2.21906 -1.62306
C -0.43304 -2.38956 -2.94384
C -0.29188 -1.10598 -3.72730
H 2.51894 -3.61452 0.36490
H 0.97910 -2.94820 0.88585
H 2.22874 -1.90126 0.08661
H 0.65331 -4.22351 -1.21263
H 1.94441 -3.32055 -2.01551
H -1.47432 -2.65811 -2.77156
H 0.05054 -3.21375 -3.46487
H -0.89400 -0.28261 -3.31312
H -0.66020 -1.26913 -4.74331
H 0.75744 -0.80992 -3.82303
```



Record 2
The following is a quantum chemistry calculation of 2 unconnected molecules or ions with the total composition C5H13ClN2P, from OMol25.

Calculated values
Electronic energy = -1109.0094 Ha
Net charge = +1
ΔE to the lowest compared entry with this formula, charge and spin = 76.0 kcal per mole
HOMO = -13.1 eV

XYZ file:
```
22
C5H13ClN2P (the ωB97M-V functional and the def2-TZVPD basis)
C -0.78630 -0.05602 1.70392
C 0.57489 -0.90179 1.56754
C -2.54392 0.72328 -0.04332
C 2.08759 -1.81837 -0.36110
C 0.77519 1.52367 -2.23671
N -1.39479 -0.07980 0.37602
N 0.82311 -1.16086 0.15858
P -0.31835 -0.45356 -0.86123
Cl -1.15110 -1.73990 -2.15608
H -1.37034 -0.60967 2.32250
H -0.39428 0.84208 2.22223
H 1.36867 -0.23666 1.87320
H 0.33524 -1.71224 2.27590
H -3.45127 0.14307 0.40655
H -2.52646 1.66502 0.28260
H -2.74008 0.77039 -1.07185
H 2.09461 -2.70683 0.25062
H 2.24302 -1.96802 -1.48957
H 2.92920 -1.04636 0.00594
H 0.43236 1.13196 -3.13514
H 1.82530 1.42124 -2.22032
H 0.03290 2.25184 -2.04889
```



Record 3
The following is a quantum chemistry calculation of a molecular structure, C19H18NOSSr, from OMol25.

Calculated values
Electronic energy = -1293.5563 Ha
Net charge = -1
ΔE to the lowest compared entry with this formula, charge and spin = 0.8 kcal per mole
HOMO (spin up / spin down) = -0.8 / -1.4 eV

XYZ file:
```
41
C19H18NOSSr (the ωB97M-V functional and the def2-TZVPD basis)
C 0.77119 -2.86204 3.48337
C -0.51297 -2.27625 3.29336
C -0.73218 -2.13347 1.89732
H -1.21714 -2.04310 4.09227
C 0.42321 -2.58985 1.22292
C 1.37373 -3.02931 2.19107
H 2.35005 -3.45604 1.98964
H 1.21090 -3.12279 4.44664
H -1.68392 -1.88752 1.41843
H 0.49346 -2.70963 0.14213
C -0.95310 2.15644 1.71250
C -1.16493 2.05938 3.06816
C 0.01991 2.60875 3.80580
H -1.99249 1.61270 3.61731
C 0.99121 2.93189 2.68521
C 0.38518 2.68338 1.48955
H 0.77743 2.87242 0.48278
H -1.69539 1.98328 0.93960
H -0.14293 3.43831 4.48895
H 2.03077 3.23276 2.87810
Sr 1.54288 -0.28258 3.10530
O -0.59626 -0.56581 -1.41781
C -1.91709 -0.86781 -1.97843
C -0.58062 -1.18142 -2.67865
H -2.47080 -1.66989 -1.47531
H -2.48865 -0.03635 -2.39246
H -0.27973 -2.23506 -2.66271
H 1.03027 -1.98723 -4.75596
C 0.72107 -0.93979 -4.84908
C -0.14272 -0.38398 -3.85279
C -0.49528 0.97245 -3.98735
H -1.13216 1.43714 -3.25654
C -0.00028 1.73737 -5.04214
H -0.26197 2.78663 -5.12370
C 0.84083 1.18720 -6.00820
H 1.24291 1.78660 -6.82921
C 1.19702 -0.16922 -5.92004
H 1.85105 -0.61497 -6.67991
S 0.31202 -0.59284 6.36709
C 0.23826 0.69203 5.48828
N 0.65724 1.45821 4.60454
```



Which of these has the lowest electronic energy? C22H33N3O3PTa